{
  "formula": "C17H56N4O9",
  "method": "ωB97M-V/def2-TZVPD",
  "elements": ["O", "O", "O", "O", "O", "O", "O", "O", "O", "N", "N", "N", "N", "C", "C", "C", "C", "C", "C", "C", "C", "C", "C", "C", "C", "C", "C", "C", "C", "C", "H", "H", "H", "H", "H", "H", "H", "H", "H", "H", "H", "H", "H", "H", "H", "H", "H", "H", "H", "H", "H", "H", "H", "H", "H", "H", "H", "H", "H", "H", "H", "H", "H", "H", "H", "H", "H", "H", "H", "H", "H", "H", "H", "H", "H", "H", "H", "H", "H", "H", "H", "H", "H", "H", "H", "H"],
  "coordinates": [[-7.77107, -4.94280, -23.16481], [-12.04398, -0.12677, -19.69977], [-12.77388, -4.17273, -17.70335], [-8.72627, -3.56532, -16.01114], [-5.45117, -0.12360, -19.75545], [-8.65467, -3.52546, -20.91242], [-12.81914, -4.84112, -22.44215], [-11.40747, -7.32176, -22.35438], [-12.32118, -5.48642, -28.49920], [-11.47265, -4.40878, -25.09784], [-7.16011, 2.09972, -19.51175], [-8.15728, -1.37933, -18.84381], [-13.07565, -7.61920, -19.02086], [-12.52199, -2.90398, -18.25396], [-11.68444, -4.67913, -27.50762], [-11.64751, -5.55100, -29.73917], [-7.87529, -1.89852, -17.47974], [-13.28664, -6.49252, -18.09350], [-12.78276, -5.18265, -18.67660], [-5.70558, 0.66171, -20.90068], [-6.01148, 2.07587, -20.44319], [-7.71183, -0.69725, -16.56483], [-4.80323, 2.71346, -19.74365], [-9.76211, -4.44738, -15.65953], [-5.11620, -1.44842, -20.10455], [-12.19393, -5.14230, -26.16225], [-9.08184, -2.73540, -17.10469], [-10.00209, -3.31664, -21.24749], [-12.61903, -6.84662, -16.77162], [-13.67403, -4.96293, -25.98508], [-10.54914, -3.94164, -15.08425], [-13.91503, -3.90100, -25.93728], [-8.26295, -3.99922, -21.65754], [-12.26389, -0.23614, -20.62904], [-12.90039, -7.84844, -16.45414], [-7.65444, -5.81896, -22.78335], [-3.86944, 2.31338, -20.14705], [-10.23555, -4.88929, -16.54372], [-9.35565, -5.25820, -15.05541], [-6.84172, 1.85099, -18.58405], [-14.23815, -5.47971, -26.75865], [-10.70832, -3.64242, -20.47731], [-6.27410, 2.69345, -21.30453], [-4.94922, -2.01555, -19.18848], [-6.55922, 0.25316, -21.45862], [-8.33500, -2.16438, -19.46712], [-6.68956, -0.32058, -16.65975], [-10.47794, -4.57389, -25.21876], [-13.47590, -5.10055, -21.78858], [-13.48711, -4.88929, -19.48098], [-10.59900, -4.78968, -27.58504], [-11.47617, -2.79306, -18.55377], [-11.70634, -4.82299, -24.20205], [-10.79830, -4.86257, -29.77455], [-10.32317, -3.80009, -22.17551], [-7.46628, -5.02157, -24.07220], [-4.81174, 2.45694, -18.68514], [-9.38823, -3.37320, -17.94391], [-12.81586, -2.15235, -17.52613], [-11.92632, -6.20742, -26.09732], [-7.83511, -1.00563, -15.52306], [-11.52909, -6.83054, -16.87970], [-10.21741, -2.24962, -21.40842], [-13.06024, -2.68642, -19.19187], [-12.89123, -0.01749, -19.25905], [-4.80632, 0.65665, -21.53508], [-13.96185, -5.44216, -25.04440], [-11.60049, -6.37746, -22.31630], [-7.86334, 1.41166, -19.75916], [-12.34248, -5.30819, -30.54349], [-11.25956, -6.56146, -29.90364], [-9.90411, -2.06863, -16.81494], [-4.78388, 3.79021, -19.89076], [-12.86468, -6.12750, -15.99111], [-4.18771, -1.47279, -20.68943], [-6.99006, -2.54296, -17.46502], [-11.80485, -5.28703, -19.17318], [-5.91165, -1.94880, -20.66907], [-12.08175, -7.67874, -19.24071], [-11.99426, -3.64102, -27.68779], [-14.36247, -6.42947, -17.91693], [-13.48628, -7.40862, -19.92919], [-7.30026, -0.94086, -19.16801], [-12.13517, -7.74888, -21.89656], [-13.03984, -3.93158, -22.66817], [-8.42265, 0.08087, -16.82654]],
  "gap_ev": 8.622,
  "smiles": "COC[C@H](C)N.COC[C@H](C)N.COC[C@H](C)N.COC[C@H](C)N.CO.O.O.O.O",
  "lumo_ev": -0.1
}